Record 1
7 unconnected molecules or ions with the total composition C12H17Cl24NO2P at a distorted geometry. Source: OMol25; level of theory: ωB97M-V with the def2-TZVPD basis set.

Structure (XYZ):
```
57
Properties=species:S:1:pos:R:3:lowdin_charge:R:1
C 2.8835 -0.6939 2.1728 -0.22
C 1.5711 -0.0355 2.5887 -0.24
C 0.4246 -0.2296 1.5983 -0.23
C -0.3340 1.0665 1.2915 -0.22
N -1.4535 1.2252 2.2313 0.01
C -2.7624 1.2630 1.6094 -0.44
C -3.0183 -0.0222 0.8245 -0.37
O -3.8726 -0.8785 1.4686 -0.41
P -4.5408 -0.2262 2.9780 0.36
O -3.7050 1.2748 2.6449 -0.35
H 2.9172 -1.6887 2.5752 -0.01
H 3.0477 -0.6758 1.1083 -0.04
H 3.6869 -0.1398 2.6179 0.03
H 1.2698 -0.4105 3.5467 0.07
H 1.7453 1.0223 2.7033 0.09
H 0.7485 -0.7242 0.6921 -0.03
H -0.3108 -0.8639 2.0538 0.11
H -0.6669 0.9930 0.2672 0.10
H 0.3330 1.9117 1.3893 0.10
H -1.3164 2.0656 2.7674 0.10
H -3.0341 2.1738 1.0877 0.13
H -2.1249 -0.6171 0.6512 0.08
H -3.3276 0.2693 -0.1743 0.06
H -5.0709 -1.5374 3.3279 -0.07
H -5.7159 0.1387 2.2200 -0.04
H -5.0991 0.3364 4.1938 -0.07
H -3.3534 -0.6275 3.7326 -0.03
C 3.5773 -0.7356 6.2017 -2.05
Cl 2.2300 -1.8651 6.0842 0.55
Cl 4.3052 -0.8515 7.8116 0.51
Cl 4.7898 -1.1329 4.9806 0.54
Cl 2.9962 0.9084 5.9392 0.54
C 2.3858 -2.9683 -0.6092 -1.95
Cl 0.8523 -3.8337 -0.7113 0.55
Cl 3.2020 -3.3873 0.9012 0.61
Cl 3.4117 -3.4188 -1.9767 0.51
Cl 2.0794 -1.2331 -0.6530 0.63
C 1.6540 -0.4791 -4.6456 -2.03
Cl 3.2463 0.2011 -4.3017 0.50
Cl 1.7667 -2.2402 -4.7224 0.51
Cl 0.5372 -0.0171 -3.3599 0.50
Cl 1.0419 0.1484 -6.1764 0.51
C 4.8555 3.3525 -1.7687 -2.06
Cl 3.3383 2.4720 -1.9110 0.50
Cl 5.6525 2.9194 -0.2539 0.52
Cl 5.9060 2.9277 -3.1272 0.51
Cl 4.5402 5.0899 -1.7928 0.52
C -2.6752 2.3484 -7.0486 -2.05
Cl -4.1888 1.4385 -7.0568 0.52
Cl -1.7305 1.8984 -5.6329 0.50
Cl -1.7551 1.9787 -8.5152 0.51
Cl -3.0283 4.0785 -6.9988 0.52
C -3.5902 -2.3935 -2.9534 -2.03
Cl -3.8181 -1.9354 -1.2791 0.66
Cl -4.8496 -3.5325 -3.4662 0.51
Cl -3.6521 -0.9522 -3.9827 0.49
Cl -2.0011 -3.1553 -3.1432 0.48
```

As for the total charge: -1. For the LUMO energy, the calculation gives 1.5 eV. The HOMO energy is -3.7127 eV. The gap between HOMO and LUMO is 0.192 Eh.

Record 2
A molecular structure, C12H17ClI2N2OPSeSn at a distorted geometry. Source: OMol25; level of theory: ωB97M-V with the def2-TZVPD basis set.

Structure (XYZ):
```
38
Properties=species:S:1:pos:R:3:lowdin_charge:R:1
I -1.5240 -2.3041 -2.0796 1.03
I -1.3107 1.3587 -1.3341 0.88
Sn 1.6469 -0.4458 -1.7734 0.58
P 0.4919 -0.3408 -4.2783 0.66
C -1.1789 -0.3392 -5.0280 -0.21
C 1.2790 1.1501 -4.8936 -0.23
H 2.3541 -1.8371 -4.6664 0.05
H 1.4704 -1.4191 -6.1597 0.09
H 0.8113 -2.6298 -5.0285 0.07
C 1.3647 -1.6905 -5.1079 -0.22
H 2.2390 1.3147 -4.3964 0.06
H 1.4424 1.0224 -5.9643 0.09
H -1.0411 -0.3116 -6.1181 0.10
H -1.7372 0.5438 -4.6930 0.06
H 0.6446 2.0227 -4.7199 0.08
H -1.7294 -1.2460 -4.7394 0.01
C -2.4651 -0.4559 -1.7767 -1.24
O -3.6587 -0.2545 -1.8020 -0.05
Cl 4.0232 -0.7271 -2.0622 0.08
C 2.2983 0.5139 3.2153 0.02
N 0.8736 0.2713 3.1369 -0.05
C 0.2493 -0.3843 2.1183 -0.57
Se 1.1191 -1.3371 0.7011 0.71
N -1.0918 -0.3741 2.4250 0.14
C -1.3092 0.2693 3.6583 -0.15
C -2.3915 0.1518 4.5212 0.03
C -2.1762 0.5709 5.8455 0.00
C -0.9173 1.0558 6.2773 0.01
C 0.1813 1.1263 5.3940 0.04
C -0.0657 0.7149 4.0872 -0.12
H 2.8333 -0.4143 3.0251 0.10
H 2.5271 0.8791 4.2107 0.10
H 2.5956 1.2346 2.4491 0.12
H -1.8333 -0.7544 1.8248 0.18
H -3.3408 -0.2750 4.1434 0.14
H -3.0092 0.4861 6.5703 0.14
H -0.8244 1.3552 7.3326 0.14
H 1.1594 1.4992 5.6853 0.13
```

As for the total charge: +3. For the LUMO energy (spin up / spin down), the calculation gives -13.2 / -13.2 eV. The energy above the lowest of the compared OMol25 structures with the same formula, charge and spin comes out at 0.000 eV. The HOMO energy (spin up / spin down) is -17.5252 / -17.5249 eV. The gap between HOMO and LUMO (spin up / spin down) is 0.160 / 0.160 Eh.

Record 3
2 unconnected molecules or ions with the total composition C12H17FIN2O2 at a distorted geometry. Source: OMol25; level of theory: ωB97M-V with the def2-TZVPD basis set.

Structure (XYZ):
```
35
Properties=species:S:1:pos:R:3:lowdin_charge:R:1
N -3.3247 -1.9633 1.6259 -0.07
C -2.3256 -1.5222 0.5381 -0.29
C -0.8294 -2.1531 0.7879 -0.19
C -0.0115 -1.4297 2.0533 -0.21
C 1.6131 -1.6036 1.9177 -0.20
C 2.4353 -0.2261 1.5789 -0.19
C 1.5786 0.8464 0.6645 -0.13
C 0.9173 2.0043 1.3262 -0.54
I 0.9760 2.4906 3.4669 0.72
C 0.0197 3.0343 0.3713 -0.30
O -0.4042 4.1862 0.9123 -0.15
C -0.2926 2.5105 -1.1550 0.00
C 0.3650 1.3320 -1.8183 -0.06
C -0.0103 0.8053 -3.3444 -0.23
N -0.7929 1.8210 -4.1569 -0.08
C 1.4916 0.5006 -0.9615 -0.16
O 2.2737 -0.4429 -1.5554 -0.08
H -4.1400 -1.3053 1.6698 0.06
H -2.8310 -1.9813 2.5557 0.05
H -2.7277 -1.9858 -0.4711 0.11
H -2.3545 -0.3564 0.4371 0.11
H -0.2380 -2.0527 -0.2190 0.11
H -0.9569 -3.2872 1.0991 0.12
H -0.3331 -2.0657 3.0110 0.10
H -0.3814 -0.3380 2.2578 0.09
H 1.8299 -2.3570 1.0306 0.12
H 2.0363 -2.0978 2.8936 0.10
H 2.8571 0.2297 2.5768 0.07
H 3.3939 -0.5504 0.9458 0.12
H -1.1264 3.0937 -1.7546 0.10
H -0.6249 -0.2105 -3.2443 0.13
H 0.9715 0.5560 -3.9513 0.11
H -0.2058 2.6899 -4.1689 0.07
H -1.7198 2.0118 -3.6754 0.06
F 2.8720 -0.1832 -3.2441 -0.46
```

As for the total charge: -1. For the LUMO energy, the calculation gives 1.7 eV. The HOMO energy is -4.0095 eV. The gap between HOMO and LUMO is 0.210 Eh.

Record 4
A molecular structure, C12H17InNO6 at a distorted geometry. Source: OMol25; level of theory: ωB97M-V with the def2-TZVPD basis set.

Structure (XYZ):
```
37
Properties=species:S:1:pos:R:3:lowdin_charge:R:1
In 8.0781 9.2996 0.5151 1.06
C 7.5944 4.4815 1.8482 0.25
C 7.4744 5.8034 1.2862 -0.32
C 6.9671 5.9046 -0.1394 -0.32
O 6.8401 7.0120 -0.6232 0.01
C 6.5012 4.6917 -0.7719 0.26
C 6.5660 3.3824 -0.1838 -0.33
C 7.1677 3.2783 1.1878 -0.33
O 7.1641 2.2441 1.8014 0.20
O 6.2021 2.4196 -0.8054 0.21
O 7.7678 6.8330 1.8604 0.02
H 8.0366 4.4195 2.8374 0.16
H 6.1288 4.8354 -1.7821 0.16
C 9.0746 7.6076 -2.8009 -0.11
O 9.6645 8.1590 -1.6514 -0.30
C 10.8750 7.5132 -1.3355 -0.23
C 11.5206 8.1271 -0.1150 -0.20
N 10.6233 8.0879 1.0438 -0.10
C 11.1892 8.8357 2.1868 -0.20
C 10.3552 8.6333 3.4230 -0.23
O 9.0117 9.0378 3.2461 -0.33
C 8.2426 8.6913 4.3810 -0.10
H 9.5807 7.9437 -3.7140 0.10
H 8.0413 7.9350 -2.8992 0.09
H 9.0736 6.5112 -2.8247 0.09
H 11.6138 7.6142 -2.1489 0.14
H 10.7787 6.4169 -1.2801 0.13
H 11.8083 9.1517 -0.3576 0.13
H 12.4628 7.5980 0.0808 0.13
H 10.6103 7.1220 1.3642 0.12
H 11.3567 9.8893 1.9586 0.13
H 12.1905 8.4343 2.4014 0.13
H 10.7867 9.2264 4.2397 0.14
H 10.4068 7.5797 3.7341 0.13
H 8.6382 9.1636 5.2830 0.10
H 8.2123 7.6051 4.5107 0.09
H 7.2232 9.0295 4.2077 0.10
```

As for the total charge: +1. For the LUMO energy, the calculation gives -7.9 eV. The energy above the lowest of the compared OMol25 structures with the same formula, charge and spin comes out at 0.000 eV. The HOMO energy is -12.4590 eV. The gap between HOMO and LUMO is 0.167 Eh.

Record 5
A molecular structure, C12H17IrN7O7S. Source: OMol25; level of theory: ωB97M-V with the def2-TZVPD basis set.

Structure (XYZ):
```
45
Properties=species:S:1:pos:R:3:lowdin_charge:R:1
Ir -0.2686 -0.0589 1.1792 1.40
N 1.9419 -0.5100 0.9004 -0.04
N 2.4574 -0.9075 2.1443 0.02
C 1.6249 -1.1000 3.1981 -0.39
N 2.1807 -1.2609 4.3873 0.23
N 0.3137 -1.1364 2.9087 -0.03
N -0.6389 -1.2009 3.9388 -0.42
O -0.3111 -1.6027 5.0351 0.08
O -1.7414 -0.8545 3.6039 0.08
H 2.1766 -1.2079 0.2029 0.12
H 2.2800 0.4266 0.6345 0.06
H 3.4300 -0.7122 2.3240 0.17
H 3.1732 -1.1505 4.5048 0.14
H 1.5892 -1.4806 5.1737 0.11
C -3.4534 4.4176 -1.7283 0.03
N -3.3432 3.2324 -0.8817 -0.03
N -2.1823 2.4980 -0.8185 0.10
C -2.4937 1.2348 -0.4095 -0.38
O -1.6179 0.3051 -0.2769 -0.22
C -3.8850 1.1697 -0.2439 0.09
C -4.3741 2.4137 -0.5747 -0.23
C -5.7852 2.8656 -0.6595 0.01
C -0.8200 3.0921 -0.6773 -0.37
C 0.0396 2.5265 -1.7629 0.01
C 0.7249 3.3259 -2.6157 -0.06
C 0.6982 4.7281 -2.4924 -0.03
C -0.0679 5.3263 -1.4724 -0.06
C -0.8266 4.5833 -0.6300 -0.02
H -2.6677 4.3977 -2.4786 0.11
H -3.3772 5.3300 -1.1416 0.10
H -4.4158 4.3864 -2.2324 0.09
H -4.4459 0.3088 0.0702 0.13
H -6.4352 2.0992 -0.2466 0.09
H -6.0810 3.0354 -1.6963 0.09
H -5.9381 3.7906 -0.1042 0.10
H 0.0646 1.4493 -1.8447 0.12
H 1.3196 2.8762 -3.3993 0.12
H 1.2791 5.3430 -3.1640 0.11
H -0.0389 6.4007 -1.3499 0.12
H -1.3729 5.0262 0.1922 0.14
O 1.2325 4.0066 1.8018 -0.22
S 1.0180 2.6905 1.3202 0.45
O 0.7530 1.6675 2.3614 -0.40
O -0.4864 2.6202 0.6561 -0.24
O 1.9317 2.1978 0.3126 -0.30
```

As for the total charge: +1. Its spin multiplicity is 5. For the LUMO energy (spin up / spin down), the calculation gives -2.9 / -4.4 eV. The energy above the lowest of the compared OMol25 structures with the same formula, charge and spin comes out at 0.420 eV. The HOMO energy (spin up / spin down) is -10.7303 / -11.8668 eV. The expectation value of S² is 6.05. The gap between HOMO and LUMO (spin up / spin down) is 0.289 / 0.275 Eh.

Record 6
2 unconnected molecules or ions with the total composition C12H17N at a distorted geometry. Source: OMol25; level of theory: ωB97M-V with the def2-TZVPD basis set.

Structure (XYZ):
```
30
Properties=species:S:1:pos:R:3:lowdin_charge:R:1
C -3.0144 -1.1250 -1.4845 -0.09
C -0.7365 -0.9794 1.4620 -0.25
C -1.0302 -1.4037 0.1107 -0.21
C -2.3933 -0.9375 -0.1195 -0.28
C -2.8546 -0.2291 0.9809 -0.08
C 0.5898 -1.1565 1.9394 -0.12
C 1.4222 -1.9419 1.1417 -0.20
C -0.2786 -2.2863 -0.6357 -0.15
C 0.9912 -2.3849 -0.1306 -0.22
N -1.7277 -0.1996 1.9885 0.06
H -1.6444 0.3681 2.7681 0.09
H 0.9783 -0.7813 2.7337 0.00
H -3.6849 0.3402 1.1398 0.02
H 2.5402 -2.0460 1.3360 0.09
H -0.7241 -2.8424 -1.5220 0.09
H -3.9717 -1.6719 -1.1965 0.08
H -2.5210 -1.7119 -2.3560 0.08
H 1.7062 -3.0997 -0.6347 0.08
H -3.3314 -0.2367 -1.9866 0.03
C 2.1513 2.4556 -0.9418 -0.35
C 1.6479 1.0835 -0.9398 -0.15
C 1.5827 3.2408 0.2727 -0.13
H 3.2415 2.3135 -0.9637 0.09
H 1.9954 2.9811 -1.9035 0.10
H 1.0728 0.6089 -0.0731 0.09
H 2.5443 0.3906 -1.1154 0.10
H 1.7376 2.7256 1.2584 0.08
H 2.1417 4.0399 0.6685 0.01
H 1.0704 0.8580 -1.7136 0.01
H 0.4993 3.6279 -0.0831 0.12
```

As for the total charge: -1. Its spin multiplicity is 2. For the LUMO energy (spin up / spin down), the calculation gives 3.6 / 3.5 eV. The energy above the lowest of the compared OMol25 structures with the same formula, charge and spin comes out at 3.149 eV. The HOMO energy (spin up / spin down) is 0.7104 / -3.1298 eV. The expectation value of S² is 0.77. The gap between HOMO and LUMO (spin up / spin down) is 0.106 / 0.244 Eh.

Record 7
2 unconnected molecules or ions with the total composition C12H17N at a distorted geometry. Source: OMol25; level of theory: ωB97M-V with the def2-TZVPD basis set.

Structure (XYZ):
```
30
Properties=species:S:1:pos:R:3:lowdin_charge:R:1
C 3.4972 1.9646 0.3484 -0.06
C 2.5458 0.7598 0.8483 -0.17
C 1.5514 0.4193 -0.1793 -0.23
C 1.7432 -0.2353 -1.3531 -0.09
N 0.6381 -0.2411 -2.1603 0.08
C -0.2984 0.6349 -1.5782 -0.18
C -1.5679 1.0260 -2.0044 -0.04
C -2.2548 1.8879 -1.1973 -0.11
C -1.8298 2.2158 0.1116 -0.08
C -0.5218 1.8509 0.4790 -0.03
C 0.2724 1.0613 -0.3420 -0.14
H 3.4040 1.9931 -0.7232 0.05
H 4.5285 1.6264 0.4468 0.06
H 3.2915 2.8919 0.8770 0.06
H 3.1712 -0.1323 0.9286 0.10
H 2.2002 1.1004 1.8154 0.10
H 2.7441 -0.5447 -1.6331 0.13
H 0.4953 -0.8037 -2.9767 0.14
H -1.8568 0.7641 -3.0184 0.11
H -3.2513 2.1809 -1.5062 0.10
H -2.3803 2.9216 0.7074 0.09
H -0.1899 2.1899 1.4508 0.10
C -2.4397 -2.8793 0.7446 -0.14
C -1.5476 -3.4229 1.9801 -0.14
H -3.2172 -2.2652 1.1664 0.04
H -1.7138 -2.3244 0.1539 0.04
H -2.8563 -3.7297 0.2052 0.05
H -1.6967 -4.4970 1.9357 0.04
H -1.9298 -3.0003 2.8973 0.05
H -0.5309 -3.4129 1.5756 0.06
```

For the LUMO energy, the calculation gives 0.9 eV. The energy above the lowest of the compared OMol25 structures with the same formula, charge and spin comes out at 1.579 eV. The HOMO energy is -7.7747 eV. The structure (SMILES) is CCc1c[nH]c2ccccc12.CC. The gap between HOMO and LUMO is 0.318 Eh.

Record 8
2 unconnected molecules or ions with the total composition C12H17N at a distorted geometry. Source: OMol25; level of theory: ωB97M-V with the def2-TZVPD basis set.

Structure (XYZ):
```
30
Properties=species:S:1:pos:R:3:lowdin_charge:R:1
C -2.1086 -0.0200 1.2527 -0.07
C -1.4437 -0.8948 0.1233 -0.16
C -0.0933 -0.2483 -0.1179 -0.21
C 0.9937 -0.3825 0.6809 -0.05
N 1.9966 0.4865 0.2519 0.08
C 1.5243 1.1937 -0.8108 -0.22
C 2.1522 2.1729 -1.6008 -0.02
C 1.4597 2.6737 -2.6717 -0.10
C 0.1412 2.2749 -2.9507 -0.10
C -0.4952 1.3503 -2.1468 -0.03
C 0.2131 0.7616 -1.0884 -0.13
H -1.8934 -0.5131 2.1931 0.05
H -3.1857 0.0661 1.1171 0.07
H -1.6338 0.9500 1.2497 0.07
H -1.3537 -1.9045 0.5031 0.08
H -1.9710 -0.9211 -0.8241 0.10
H 1.0862 -0.9352 1.5942 0.12
H 2.7762 0.6342 0.8639 0.15
H 3.1421 2.4828 -1.3023 0.10
H 1.9197 3.3909 -3.3099 0.09
H -0.4420 2.7105 -3.7503 0.10
H -1.5607 1.1932 -2.2409 0.11
C -2.0484 -3.6291 2.9692 -0.17
C -0.6338 -3.4547 3.5100 -0.17
H -2.8184 -3.4685 3.7236 0.07
H -2.2857 -2.9335 2.1609 0.03
H -2.1297 -4.6258 2.5408 0.07
H 0.0693 -3.6491 2.7032 0.06
H -0.4534 -4.2625 4.2248 0.06
H -0.4069 -2.5258 4.0283 0.06
```

For the LUMO energy, the calculation gives 0.9 eV. The energy above the lowest of the compared OMol25 structures with the same formula, charge and spin comes out at 0.547 eV. The HOMO energy is -7.8058 eV. The structure (SMILES) is CCc1c[nH]c2ccccc12.CC. The gap between HOMO and LUMO is 0.321 Eh.

Calculated total energy values (in Eh) by entry order: -12058.4654 -4663.8243 -1124.6893 -1163.3852 -1879.4997 -522.0566 -522.1622 -522.2002.